(P)
Density functional theory data (the ωB97M-V functional and the def2-TZVPD basis) for C6H5NO in the gas phase.

Its LUMO energy is -0.0129 Eh. As for the SMILES: C1=C[C@H]2ON=CC2=C1.

ORCA input file:
```
! RIJCOSX wB97M-V def2-TZVPD def2/J DEFGRID3
* xyz 0 1
C 1.119 1.123 -0.800
C 0.180 1.596 -0.043
C -0.365 0.455 0.731
O -1.875 0.106 0.657
N -2.011 -1.423 0.467
C -0.727 -1.765 0.537
C 0.223 -0.773 0.172
C 0.996 -0.337 -0.947
H 1.599 1.704 -1.534
H -0.151 2.580 0.125
H -0.074 0.476 1.731
H -0.547 -2.741 0.316
H 1.633 -1.001 -1.412
*
```

---

(Q)
Density functional theory data (the ωB97M-V functional and the def2-TZVPD basis) for C6H5NO in the gas phase.

Its LUMO energy is -0.0118 Eh. As for the SMILES: N#CC1(O)C=CC=C1.

ORCA input file:
```
! RIJCOSX wB97M-V def2-TZVPD def2/J DEFGRID3
* xyz 0 1
N 0.266 0.629 -2.388
C 0.129 0.118 -1.337
C -0.470 -0.439 -0.081
O -1.547 -1.134 -0.427
C 0.639 -1.147 0.689
C 1.267 0.012 1.370
C 0.538 1.261 1.352
C -0.500 0.946 0.534
H -1.967 -1.330 0.512
H 0.924 -2.305 0.675
H 2.328 -0.140 1.750
H 0.780 2.201 1.895
H -1.156 1.733 0.144
*
```

---

(R)
Density functional theory data (the ωB97M-V functional and the def2-TZVPD basis) for a molecular structure, C6H5NO.

Its LUMO energy is 0.0292 Eh.

ORCA input file:
```
! RIJCOSX wB97M-V def2-TZVPD def2/J DEFGRID3
* xyz 0 1
C -1.804 -0.812 0.054
C -0.522 0.659 0.010
C 0.473 1.439 -0.152
C 1.754 0.628 0.008
C 0.757 -1.306 -0.022
C -0.385 -0.709 -0.259
H -2.632 -1.124 -0.694
H -1.969 -1.313 0.882
H 0.615 2.443 -0.088
H 2.772 1.069 0.176
H 0.859 -2.492 -0.182
N 1.942 -0.648 0.148
O -1.859 0.820 0.129
*
```

---

Which structure is most stable? (Q), by 0.0063 hartree over the runner-up.

---

(P)
Density functional theory data (the ωB97M-V functional and the def2-TZVPD basis) for C6H5NO in the gas phase.

Its LUMO energy is 0.0337 Eh. As for the SMILES: C#Cc1ncoc1C.

ORCA input file:
```
! RIJCOSX wB97M-V def2-TZVPD def2/J DEFGRID3
* xyz 0 1
C -2.883 -0.415 -0.022
C -1.685 -0.429 -0.032
C -0.333 -0.439 0.031
N 0.540 -1.535 0.142
C 1.709 -1.033 0.016
O 1.770 0.342 -0.147
C 0.431 0.687 -0.074
C 0.027 2.060 0.090
H -3.927 -0.387 -0.264
H 2.714 -1.546 -0.033
H -1.113 2.132 -0.002
H 0.519 2.668 -0.663
H 0.277 2.562 1.085
*
```

---

(Q)
Density functional theory data (the ωB97M-V functional and the def2-TZVPD basis) for C6H5NO in the gas phase.

Its LUMO energy is 0.0159 Eh. As for the SMILES: N#CC1C=COC=C1.

ORCA input file:
```
! RIJCOSX wB97M-V def2-TZVPD def2/J DEFGRID3
* xyz 0 1
N -1.346 -2.683 0.037
C -1.103 -1.591 0.143
C -0.677 -0.347 0.419
C 0.621 -0.266 1.177
C 1.427 0.927 0.828
O 1.083 1.939 -0.264
C 0.309 1.239 -1.263
C -0.564 0.235 -0.978
H -1.660 0.236 0.840
H 0.788 -1.307 1.882
H 2.274 1.631 1.202
H 0.300 1.697 -2.183
H -1.029 -0.171 -1.846
*
```

---

Which structure is most stable? (P), by 0.0914 hartree over the runner-up.

---

(P)
Density functional theory data (the ωB97M-V functional and the def2-TZVPD basis) for 2 unconnected molecules or ions with the total composition C2H10N4.

Its LUMO energy is -0.3723 Eh.

ORCA input file:
```
! RIJCOSX wB97M-V def2-TZVPD def2/J DEFGRID3
* xyz 2 1
C 0.231 -0.389 1.090
C -2.075 0.188 0.431
N -0.697 0.511 0.716
N 3.373 0.244 -1.085
N -2.184 -0.250 -0.978
N 3.500 0.251 0.096
H -0.048 -1.483 1.378
H -2.428 -0.511 1.230
H -2.546 1.068 0.491
H 4.042 0.048 -1.871
H -1.271 -0.292 -1.436
H -2.784 0.395 -1.469
H -2.646 -1.209 -0.960
H -0.211 1.429 0.681
H 4.408 0.092 0.608
H 1.337 -0.093 1.078
*
```

---

(Q)
Density functional theory data (the ωB97M-V functional and the def2-TZVPD basis) for 2 unconnected molecules or ions with the total composition C2H10N4.

Its LUMO energy is -0.3649 Eh.

ORCA input file:
```
! RIJCOSX wB97M-V def2-TZVPD def2/J DEFGRID3
* xyz 2 1
C -1.085 0.914 0.120
C 2.214 -1.384 0.337
N -2.005 1.733 0.481
N 1.454 -0.856 -0.688
N -3.082 1.621 1.190
N 1.644 -1.323 -1.823
H -1.030 -0.150 0.333
H -0.192 1.113 -0.383
H 1.644 -1.784 1.059
H 2.971 -2.068 0.087
H 2.730 -0.597 0.713
H -1.989 2.726 0.171
H -3.741 2.367 1.375
H -3.126 0.775 1.760
H 2.259 -2.060 -1.983
H 1.335 -1.027 -2.748
*
```

---

(R)
Density functional theory data (the ωB97M-V functional and the def2-TZVPD basis) for 2 unconnected molecules or ions with the total composition C2H10N4.

Its LUMO energy (spin up / spin down) is -0.3392 / -0.3392 Eh.

ORCA input file:
```
! RIJCOSX wB97M-V def2-TZVPD def2/J DEFGRID3
* xyz 2 1
C 0.619 0.181 -0.627
C -1.867 0.414 -0.220
N -0.498 0.116 0.036
N 3.248 0.498 0.746
N -2.793 -0.563 0.422
N 3.628 -0.388 -0.069
H 0.526 0.483 -1.652
H -2.038 1.411 0.182
H -2.184 0.394 -1.253
H 3.184 1.484 0.321
H -3.858 -0.643 0.186
H -2.728 -0.485 1.385
H -2.356 -1.507 0.163
H -0.413 -0.105 1.049
H 3.707 0.031 -0.972
H 3.824 -1.321 0.305
*
```

---

Which structure is most stable? (Q), by 0.0120 hartree over the runner-up.

---

(P)
Density functional theory data (the ωB97M-V functional and the def2-TZVPD basis) for C22H30N2O4 in the gas phase.

Its LUMO energy is 0.0265 Eh. As for the SMILES: COc1cc(CN2CCN(Cc3cccc(OC)c3OC)CC2)cc(OC)c1.

ORCA input file:
```
! RIJCOSX wB97M-V def2-TZVPD def2/J DEFGRID3
* xyz 0 1
C 2.294 1.838 -4.921
O 1.033 1.295 -5.228
C 0.484 0.406 -4.350
C 1.084 -0.022 -3.178
C 0.421 -0.926 -2.353
C 1.093 -1.378 -1.085
N 1.707 -0.264 -0.384
C 2.529 -0.715 0.724
C 3.220 0.493 1.371
N 2.320 1.537 1.806
C 1.789 1.451 3.152
C 0.817 0.329 3.455
C 1.289 -0.905 3.881
C 0.418 -1.947 4.120
C -0.939 -1.769 3.921
C -1.444 -0.545 3.504
O -2.780 -0.328 3.264
C -3.685 -1.380 3.480
C -0.559 0.531 3.295
O -0.928 1.789 2.900
C -2.211 2.289 3.205
C 1.395 1.878 0.747
C 0.705 0.670 0.105
C -0.827 -1.399 -2.704
C -1.431 -0.980 -3.892
O -2.660 -1.510 -4.149
C -3.322 -1.124 -5.328
C -0.776 -0.078 -4.712
H 2.273 2.391 -3.976
H 3.064 1.062 -4.868
H 2.527 2.523 -5.735
H 2.050 0.334 -2.864
H 1.891 -2.084 -1.343
H 0.366 -1.912 -0.446
H 3.292 -1.396 0.337
H 1.927 -1.257 1.474
H 3.827 0.165 2.216
H 3.883 0.939 0.620
H 1.296 2.405 3.354
H 2.650 1.357 3.822
H 2.351 -1.040 4.030
H 0.787 -2.905 4.454
H -1.605 -2.600 4.090
H -3.681 -1.711 4.524
H -4.666 -0.972 3.238
H -3.479 -2.233 2.826
H -2.973 1.890 2.534
H -2.491 2.076 4.239
H -2.136 3.369 3.067
H 0.643 2.563 1.139
H 1.974 2.391 -0.031
H 0.103 1.006 -0.742
H 0.035 0.183 0.833
H -1.358 -2.096 -2.077
H -4.268 -1.664 -5.326
H -2.749 -1.401 -6.219
H -3.519 -0.047 -5.344
H -1.200 0.282 -5.635
*
```

---

(Q)
Density functional theory data (the ωB97M-V functional and the def2-TZVPD basis) for C22H30N2O4 in the gas phase.

Its LUMO energy is 0.0258 Eh. As for the SMILES: COCCCC1CCN(C(=O)c2cc(COc3cc(C)ccc3C)on2)CC1.

ORCA input file:
```
! RIJCOSX wB97M-V def2-TZVPD def2/J DEFGRID3
* xyz 0 1
C -2.560 -3.980 -0.740
O -1.641 -3.560 -1.715
C -0.922 -2.394 -1.382
C 0.160 -2.604 -0.319
C 0.899 -1.297 -0.047
C 2.029 -1.453 0.984
C 2.375 -0.120 1.677
C 3.547 0.583 0.976
N 3.544 0.259 -0.429
C 2.888 0.949 -1.385
O 2.859 0.598 -2.552
C 2.081 2.120 -0.945
C 0.731 2.289 -1.349
C 0.337 3.420 -0.696
C -0.991 4.102 -0.630
O -2.043 3.226 -0.937
C -2.240 2.118 -0.150
C -1.589 1.877 1.052
C -1.858 0.731 1.792
C -1.165 0.480 3.098
C -2.789 -0.175 1.308
C -3.442 0.066 0.111
C -3.184 1.203 -0.635
C -3.877 1.475 -1.932
O 1.365 3.899 0.023
N 2.439 3.085 -0.138
C 3.917 -1.116 -0.695
C 3.305 -2.044 0.368
H -3.223 -3.159 -0.442
H -3.149 -4.774 -1.196
H -2.064 -4.375 0.154
H -1.615 -1.605 -1.047
H -0.456 -2.074 -2.317
H -0.298 -2.959 0.607
H 0.850 -3.373 -0.672
H 0.170 -0.571 0.325
H 1.287 -0.914 -0.989
H 1.672 -2.150 1.751
H 2.640 -0.295 2.720
H 1.499 0.530 1.663
H 3.500 1.663 1.107
H 4.499 0.230 1.381
H 0.167 1.660 -2.003
H -1.048 4.890 -1.389
H -1.116 4.569 0.358
H -0.866 2.580 1.439
H -0.659 -0.484 3.083
H -1.892 0.461 3.909
H -0.434 1.255 3.312
H -3.006 -1.071 1.872
H -4.172 -0.642 -0.253
H -4.459 2.393 -1.860
H -3.146 1.618 -2.726
H -4.538 0.655 -2.198
H 3.559 -1.361 -1.697
H 5.009 -1.207 -0.695
H 4.024 -2.211 1.173
H 3.090 -3.012 -0.083
*
```

---

Which structure is most stable? (Q), by 0.0233 hartree over the runner-up.